(1)
C5H5ClO | ωB97M-V/def2-TZVPD

- Energy above the lowest of the compared OMol25 structures with the same formula, charge and spin: 168.69 kJ/mol
- HOMO-LUMO gap: 0.395 Eh
- Charge: 0
- HOMO: -10.0 eV
- M: 116.5 g/mol
- Spin multiplicity: 1
- Structure (SMILES): CC1=C[C@@H]1C(=O)Cl

Atoms and positions in Å:
C 1.51 0.43 0.48
C 0.32 0.19 0.10
C 1.55 1.21 -1.92
C 1.44 0.16 -0.96
C -1.12 -0.11 0.14
O 1.18 2.37 -1.98
Cl 2.40 0.48 -3.31
H 2.21 0.72 1.30
H 1.67 -0.82 -1.31
H -1.66 -0.12 1.16
H -1.05 -1.11 -0.23
H -1.57 0.68 -0.60

Atom charges from the natural (NBO) analysis, given in e for atoms 1 to 6:
1 C -0.17
2 C 0.12
3 C 0.56
4 C -0.41
5 C -0.66
6 O -0.51

=====

(2)
C5H5ClO | ωB97M-V/def2-TZVPD

- Energy above the lowest of the compared OMol25 structures with the same formula, charge and spin: 141.69 kJ/mol
- HOMO-LUMO gap: 0.388 Eh
- Charge: 0
- HOMO: -9.9 eV
- M: 116.5 g/mol
- Spin multiplicity: 1
- Structure (SMILES): CC#C[C@@H](Cl)C=O

Atoms and positions in Å:
C -1.81 0.77 1.51
C -0.77 0.76 0.53
C 0.11 0.52 -0.29
C 1.31 0.07 -1.01
C 1.10 -1.41 -1.23
H -1.92 1.79 1.86
H -1.55 0.05 2.27
H -2.72 0.44 1.07
H 1.52 0.57 -1.97
H 1.03 -2.04 -0.33
O 0.93 -1.82 -2.32
Cl 2.78 0.29 -0.07

Atom charges from the natural (NBO) analysis, given in e for atoms 1 to 6:
1 C -0.69
2 C 0.08
3 C -0.08
4 C -0.36
5 C 0.44
6 H 0.24

=====

(3)
C5H5ClO2 | ωB97M-V/def2-TZVPD

- Energy above the lowest of the compared OMol25 structures with the same formula, charge and spin: 105.49 kJ/mol
- HOMO-LUMO gap: 0.341 Eh
- Charge: 0
- HOMO: -10.0 eV
- M: 132.5 g/mol
- Spin multiplicity: 1
- Structure (SMILES): C=C(C=O)C(=O)CCl

Atoms and positions in Å:
C -1.72 -0.68 0.52
C -0.27 -0.38 0.87
C 0.72 0.20 -0.07
C 2.00 0.44 0.28
C 0.25 0.77 -1.41
H -2.16 -1.08 1.47
H -2.25 0.20 0.20
H 2.37 0.09 1.23
H 2.61 0.99 -0.44
H -0.80 0.53 -1.80
O 0.13 -0.64 1.95
O 1.01 1.46 -2.02
Cl -1.90 -1.90 -0.78

Atom charges from the natural (NBO) analysis, given in e for atoms 1 to 6:
1 C -0.47
2 C 0.53
3 C -0.28
4 C -0.20
5 C 0.41
6 H 0.25